Here is a structure of composition C17H21Cl28IInO at a distorted geometry from the OMol25 dataset. Energies are from ωB97M-V/def2-TZVPD.

```
! wB97M-V def2-TZVPD RIJCOSX def2/J DEFGRID3
* xyz -1 1
C -3.10908 -3.75005 1.49525
C -1.80036 -3.04726 2.17311
C -0.57918 -4.08453 2.12494
C 0.86360 -3.38011 1.87079
C 0.92223 -2.58452 0.48395
C 2.09673 -1.49595 0.36993
C 2.31490 -0.59226 1.67590
C 0.97360 -0.00366 2.33186
In -0.51427 0.87208 0.87849
C -0.14776 3.12623 0.60384
C 0.03260 3.49409 -0.94362
O -0.45412 2.77321 -1.84679
I 1.11148 5.31105 -1.61984
H -3.83590 -2.96767 1.05750
H -2.77075 -4.48180 0.67642
H -3.59948 -4.37922 2.32167
H -1.59761 -2.05602 1.63278
H -2.11436 -2.74992 3.24457
H -0.74151 -4.94488 1.37031
H -0.52047 -4.56968 3.17411
H 1.63978 -4.23882 1.84789
H 1.10617 -2.76160 2.79550
H -0.04880 -2.07365 0.17675
H 1.13382 -3.37836 -0.33230
H 1.86068 -0.79900 -0.50174
H 3.09297 -2.04622 0.18370
H 2.80261 -1.27396 2.47784
H 3.11172 0.21902 1.46642
H 1.30081 0.86312 3.02805
H 0.41994 -0.74266 3.01317
H -2.15534 0.75755 1.68115
H -0.60349 0.04948 -0.70830
H -1.00287 3.71392 1.10330
H 0.79282 3.36817 1.22420
C 2.87078 8.34120 1.15898
Cl 1.12392 8.27285 1.46877
Cl 3.16541 9.17510 -0.38336
Cl 3.67193 9.22893 2.47408
Cl 3.52208 6.69270 1.07353
C 0.54779 11.97316 -2.64046
Cl -0.92025 11.21182 -3.28954
Cl 0.09330 13.27837 -1.52330
Cl 1.51132 10.75851 -1.77133
Cl 1.50683 12.64571 -3.97755
C -4.74625 3.05638 1.29136
Cl -3.42808 1.83381 1.39667
Cl -5.28980 3.20227 -0.39791
Cl -6.11562 2.54851 2.31208
Cl -4.14137 4.63308 1.85509
C -5.92192 2.49342 -4.20409
Cl -4.72897 1.52243 -3.31958
Cl -6.22004 4.01266 -3.33040
Cl -5.30018 2.85824 -5.82872
Cl -7.44238 1.58282 -4.34308
C 2.29633 -6.40920 -1.72243
Cl 0.55168 -6.46682 -1.39521
Cl 2.57837 -5.60729 -3.28258
Cl 3.11163 -5.50113 -0.43096
Cl 2.94562 -8.06423 -1.78152
C 5.48795 -1.64211 -2.49284
Cl 7.04992 -2.39615 -2.10294
Cl 5.13510 -0.36608 -1.30890
Cl 5.56189 -0.93503 -4.12146
Cl 4.20779 -2.87223 -2.43914
C -0.53285 -10.24152 0.50528
Cl -0.54424 -12.01906 0.52062
Cl -0.76966 -9.63362 2.15753
Cl 1.02541 -9.66352 -0.12082
Cl -1.84454 -9.65013 -0.53664
*
```

Output
DFT total energy (Eh): -14108.575656
Frontier orbital gap (eV): 6.73

***

Here is a cluster of 2 separate species, C17H21Cl2N2O2P in total at a distorted geometry from the OMol25 dataset. Energies are from ωB97M-V/def2-TZVPD.

```
! wB97M-V def2-TZVPD RIJCOSX def2/J DEFGRID3
* xyz 0 1
N 3.55134 -1.08220 0.94446
C 2.75770 -0.40374 1.47626
C 1.81586 0.42305 2.14790
C 0.51830 0.01032 2.33944
C 0.11995 -1.34831 2.13822
N -0.21597 -2.47045 2.04456
C -0.48449 0.92381 2.91490
O -1.69047 0.70185 2.77037
C 0.04318 2.14751 3.57309
Cl -1.10134 3.09648 4.40653
C 1.35640 2.51280 3.45366
Cl 1.98942 3.88715 4.22652
C 2.29629 1.74772 2.58808
O 3.38502 2.18081 2.20726
C 0.53803 -1.22958 -3.01587
C 1.01249 -1.26971 -1.56704
C 1.33281 -2.68397 -1.06970
P -0.16447 -0.34021 -0.43000
C -0.18932 1.33561 -1.25860
C 1.22201 1.91973 -1.33892
C -1.15728 2.30619 -0.56787
C -1.86972 -0.97361 -0.92713
C -2.94178 -0.41433 0.01658
C -1.95444 -2.49892 -0.97327
H 1.27422 -1.74682 -3.64184
H -0.42744 -1.73069 -3.14080
H 0.44839 -0.20383 -3.39109
H 1.93602 -0.67625 -1.46285
H 2.04090 -3.15157 -1.76651
H 1.81182 -2.64971 -0.08704
H 0.44463 -3.32056 -0.99883
H -0.57408 1.10920 -2.26728
H 1.15036 2.98042 -1.60835
H 1.72409 1.85075 -0.36257
H 1.84017 1.41720 -2.09078
H -0.85686 3.33470 -0.80900
H -2.19073 2.16831 -0.90921
H -1.12985 2.18877 0.52686
H -1.98962 -0.55068 -1.93878
H -3.82141 -1.07105 -0.01138
H -2.57458 -0.37734 1.05324
H -3.26434 0.59413 -0.26708
H -3.01534 -2.77878 -1.03473
H -1.44859 -2.93015 -1.84202
H -1.54733 -2.93404 -0.04939
*
```

Output
ΔE to the lowest compared entry with this formula, charge and spin (kJ/mol): 0.0
DFT total energy (Eh): -2182.023796
Frontier orbital gap (eV): 5.40
SMILES: N#CC1=C(C#N)C(=O)C(Cl)=C(Cl)C1=O.CC(C)P(C(C)C)C(C)C

***

Here is a structure of composition C17H21Cl3O4W at a distorted geometry from the OMol25 dataset. Energies are from ωB97M-V/def2-TZVPD.

```
! wB97M-V def2-TZVPD RIJCOSX def2/J DEFGRID3
* xyz -2 3
C -0.89777 -2.71750 -1.12800
C -0.54972 -3.04175 0.24438
C 0.90560 -2.77498 0.39743
C -1.42964 -3.60025 1.29815
C 1.37615 -2.33787 -0.94357
C 0.27327 -2.39072 -1.84262
C 0.39241 -2.12799 -3.31222
C -2.24632 -2.89894 -1.73657
C 1.75624 -3.06212 1.56487
C 2.78938 -2.16262 -1.30657
W -0.02484 -0.97394 0.41514
Cl -0.04429 -0.73559 2.58043
Cl -2.37845 -0.48761 0.29227
O 1.73709 0.06144 0.13934
H -2.47344 -3.48267 1.02733
H -1.26440 -3.12494 2.28463
H -1.17231 -4.65348 1.37469
H 1.23727 -2.95592 2.51434
H 2.64163 -2.40763 1.56388
H 2.08451 -4.10619 1.44091
H 3.38737 -1.80042 -0.48012
H 2.88344 -1.47377 -2.15688
H 3.22282 -3.14723 -1.64026
H 1.14158 -1.33326 -3.48454
H -0.54979 -1.77104 -3.71783
H 0.71149 -3.01240 -3.87956
H -3.04885 -2.74757 -1.00415
H -2.34518 -3.91608 -2.14982
H -2.38451 -2.18739 -2.55099
H 1.48270 0.99095 0.34588
O -0.84409 0.65796 -2.85008
H -1.04307 1.21910 -1.85737
Cl 0.22060 7.99040 3.03699
C -0.04531 6.52842 2.20692
C -1.14624 6.42153 1.30289
C -1.36345 5.20351 0.63156
C -0.53108 4.10286 0.87586
C 0.55053 4.22001 1.77131
C 0.79889 5.41788 2.41873
C -0.82282 2.77238 0.20091
O -1.47529 2.82142 -0.87048
O -0.35917 1.79842 0.83527
H -1.79568 7.25774 1.14883
H -2.17055 5.10594 -0.07035
H 1.17257 3.34958 1.95301
H 1.64072 5.51234 3.11603
*
```

Output
ΔE to the lowest compared entry with this formula, charge and spin (kJ/mol): 350.6
DFT total energy (Eh): -2409.023991
Frontier orbital gap (spin up / spin down) (eV): 3.81 / 3.55
<S²>: 2.012